Entry 1:
Computed, not measured: an isolated ion of composition C46H51N6O2 and charge +1 at a distorted geometry, with ωB97M-V/def2-TZVPD.

Properties
- F_max (hartree/bohr) = 0.052
- HOMO-LUMO gap (eV) = 7.8
- total charge = +1
- LUMO (eV) = -2.59
- HOMO (eV) = -10.348

Last column: Mulliken charge in e.
Geometry (Å):
H  -5.85252  1.74154  2.68588  0.36
C  2.99435  5.98753  2.91448  -0.47
H  -1.76510  1.28484  -4.91164  0.36
C  -0.11768  -4.79231  -0.46968  -0.43
C  -2.77512  0.92218  -4.67260  -0.93
C  -0.90999  -1.28578  -1.68340  -0.11
H  -1.51439  0.47983  0.93711  0.35
N  -3.50032  1.70633  -0.66535  0.34
H  3.53614  -1.43708  3.00556  0.23
C  -2.09956  -2.74423  -4.21715  -1.59
C  2.77453  2.35024  3.41509  0.21
H  5.16019  1.50702  0.87102  0.40
H  2.30905  -7.95632  -2.16285  0.24
H  0.36523  -6.64371  -4.49727  0.38
H  2.97107  3.67671  1.73778  0.28
H  -4.93750  2.86014  -1.65717  0.59
C  2.56436  -7.05828  -1.59888  -0.87
H  4.18843  -0.56081  4.42635  0.43
H  1.36405  3.97124  5.11519  0.31
H  -2.81840  -3.23941  -3.54867  0.35
H  3.24560  -6.41727  -2.17699  0.33
O  1.27676  -6.42534  -1.41650  -0.42
N  -3.10786  1.17951  -3.28195  0.16
H  -8.31767  1.31959  2.78324  0.36
C  -2.48455  0.80296  -0.98011  0.72
H  3.41545  5.93277  1.90478  0.32
H  2.08204  2.18451  4.26061  0.15
H  2.53888  -5.45603  -4.17683  0.59
C  4.18721  2.52500  3.96647  0.12
C  1.83709  4.87228  4.72607  -0.11
H  0.45610  -1.69019  -3.98252  0.50
H  2.62892  -0.82415  0.85548  -0.91
C  -0.28331  -3.58996  0.20201  -0.37
H  -0.97030  -5.42849  -0.67963  0.48
C  0.43103  -2.78340  -4.01980  -0.04
C  2.60069  7.15420  5.00702  -0.42
C  -7.82401  1.02330  -0.58452  -0.81
H  -9.58242  0.84071  0.67042  0.37
H  1.54638  6.01038  6.52630  0.37
H  -0.49439  -2.27401  -1.87431  0.32
H  3.64849  8.01181  3.29650  0.36
C  -5.71970  1.49272  0.54863  0.80
N  2.86903  1.16013  2.58242  0.57
C  3.12619  7.13789  3.70328  -0.58
C  -6.43266  1.20802  -0.61720  -0.03
H  5.30431  -1.17752  3.17922  0.46
H  4.19861  0.06143  0.46611  0.31
H  -3.91031  -0.89184  -4.87334  0.42
C  1.95328  6.01773  5.51392  -0.71
C  1.63355  -0.45103  1.20285  0.60
C  2.28543  -4.38215  -0.54614  -0.78
C  -1.53305  0.22619  -0.12589  -1.31
C  4.87039  0.50013  1.20644  -1.58
C  -7.79878  1.29746  1.81659  -0.54
C  -0.80255  -4.84069  -4.33088  -0.74
C  1.19622  -5.21760  -0.80291  0.73
N  -2.05645  -1.30756  -3.95253  0.32
C  0.77117  -2.68475  0.34906  -0.55
C  0.43112  -1.22164  0.75735  0.61
C  2.36996  4.84975  3.43537  0.59
C  4.31020  -0.74302  3.35011  -1.57
H  3.03124  -7.32632  -0.63828  0.35
H  2.90694  -2.43734  0.01339  0.41
C  1.59890  -4.90429  -4.13271  -0.59
H  6.69117  2.26714  4.31117  0.37
C  0.38309  -5.56461  -4.33684  -0.60
H  -5.91402  1.12694  -1.56773  0.31
H  -4.04205  2.70545  1.09496  0.44
C  -3.25262  2.58699  -2.97165  -0.78
C  -0.78449  -3.45583  -4.16720  0.95
H  -8.36490  0.86640  -1.51576  0.38
C  2.06452  -3.09206  -0.03804  -0.82
C  -1.79357  -0.77810  -2.68064  0.01
H  -2.51038  -2.87297  -5.22857  0.60
C  -8.50874  1.03212  0.63291  -0.44
H  6.47987  0.51316  4.32887  0.32
H  3.30834  -4.70239  -0.72933  0.41
C  -2.86047  -0.56720  -4.90273  -0.66
H  -3.51401  1.46229  -5.28710  0.37
H  0.83992  1.23944  2.21362  0.35
H  -0.24059  -1.27200  1.67732  0.43
H  6.95236  1.33709  2.81411  0.30
H  2.54801  -3.01320  -3.63065  0.40
C  1.73691  0.62353  2.00464  -0.04
H  -2.47910  -0.80114  -5.90378  0.52
C  -6.41623  1.53453  1.76579  -0.58
H  -2.26364  3.08339  -3.01847  0.36
C  2.32014  3.57680  2.62341  -0.63
C  6.34993  1.41563  3.71958  -1.00
H  -3.75253  0.96945  1.25534  0.36
N  4.96572  1.59639  3.34950  0.24
C  4.22413  0.59065  2.59575  0.30
C  -4.20471  1.73069  0.60695  -1.18
C  -2.44998  0.42471  -2.33601  -0.05
C  -3.84700  2.77329  -1.58763  -0.89
H  -3.90315  3.01792  -3.74619  0.44
H  -1.27403  -3.28922  0.53745  0.32
H  5.77973  -0.11180  1.28483  0.48
H  -1.76500  -5.33324  -4.46241  0.44
H  2.69973  8.05227  5.62415  0.36
N  -0.58858  -0.70150  -0.48282  0.14
C  1.61673  -3.52633  -3.89600  -0.70
H  -3.47807  3.73011  -1.17964  0.35
H  1.29244  3.40342  2.26288  0.43
O  4.58511  3.31823  4.81158  -0.70

***

Entry 2:
Computed, not measured: C46H52BBeF4N8O2 as an isolated structure at a distorted geometry, with ωB97M-V/def2-TZVPD.

Properties
- F_max (hartree/bohr) = 0.055
- HOMO-LUMO gap (eV) = 1.1
- energy above the lowest of the compared OMol25 structures with the same formula, charge and spin (eV) = 14.0204
- total charge = +1
- LUMO (eV) = -9.59
- HOMO (eV) = -10.637

Last column: Mulliken charge in e.
Geometry (Å):
H  -10.23961  0.23366  -6.68488  0.39
H  -1.60480  3.73887  -10.33615  0.36
H  -10.59220  2.41444  -5.32655  0.33
C  -7.22234  0.70689  3.02461  -0.13
C  4.05591  -6.33219  0.08009  -0.17
C  5.20948  -5.69816  -0.35444  -0.41
H  0.98824  2.82090  6.23707  0.29
H  6.72424  0.49920  5.40076  0.41
B  -0.04678  -0.08417  -0.74704  0.62
H  -0.65718  3.39176  6.37713  0.32
C  -8.74073  2.30061  -4.43064  -0.12
H  1.60627  -4.17712  11.73917  0.35
H  2.04644  10.76736  0.01646  0.36
H  -7.02671  2.11892  6.55827  0.34
F  0.49553  1.14717  -1.14131  -0.38
C  -7.43866  0.40107  -4.75863  -0.16
C  2.36222  -4.20755  9.68584  -0.18
C  -6.26041  2.17213  4.55103  -0.21
H  -2.10199  5.96145  -9.07743  0.37
H  -7.28374  0.34624  2.00846  0.38
H  -4.19883  -5.86403  3.16333  0.32
C  6.29958  -7.84414  -0.18374  -0.34
N  7.75356  2.14898  4.82385  -0.51
H  0.69862  4.30117  7.09977  0.32
C  6.80765  1.21129  4.59307  -0.15
H  7.17340  -8.47519  -0.25159  0.35
H  6.38328  -5.57136  -6.48987  0.35
H  -2.95526  -5.77331  1.95703  0.32
C  0.01445  -2.96761  9.03050  -0.25
H  -5.71680  3.07297  4.79468  0.33
N  2.15441  -3.86605  8.38186  -0.53
C  8.06250  3.02605  3.81657  -0.17
C  -1.44319  2.64012  -7.20057  -0.19
C  -7.84498  0.58212  5.33755  -0.26
C  -5.04675  -6.02525  1.05131  0.77
C  -9.70426  1.80291  -5.26326  -0.26
H  -1.17956  1.73431  -6.67483  0.37
C  -1.27603  2.67252  -8.55708  -0.28
N  3.90559  -4.55801  -8.58210  -0.55
H  7.63854  3.79384  1.86093  0.35
N  -6.41234  1.79269  3.21416  -0.47
H  7.30118  -6.01699  -0.68857  0.38
H  5.49125  0.27455  3.21809  0.38
C  0.37260  3.72039  6.23693  -0.99
C  2.18953  7.52159  -1.98370  -0.16
H  -0.91385  1.79690  -9.07525  0.35
H  2.79263  4.87046  5.46524  0.33
C  5.92015  -5.30708  -7.42905  -0.26
C  7.45775  3.00879  2.58023  -0.31
H  0.91373  -2.86850  7.04451  0.37
H  4.16704  10.07454  -1.22278  0.34
C  1.06681  8.90633  -0.55336  -0.16
H  3.33519  -4.62334  9.90230  0.37
C  1.39975  -3.92929  10.70847  -0.29
C  6.62647  -5.28180  -8.59846  -0.29
H  4.99605  -9.44277  0.32020  0.36
N  -7.55829  1.61594  -4.13264  -0.53
H  -8.93295  3.28592  -4.03236  0.32
C  -2.02312  4.89467  -7.21359  -0.11
C  1.04018  -3.20570  8.06270  -0.17
N  3.98134  -7.66711  0.33908  -0.53
C  -1.59281  3.83664  -9.26066  -0.18
H  -0.87744  -2.41625  8.77178  0.34
H  2.30164  6.61760  -2.56390  0.36
H  4.23727  -4.05419  -10.61534  0.33
H  -5.85358  -7.69925  0.20834  0.32
O  -0.02293  4.31940  3.95092  -0.49
H  4.01226  -4.94618  -6.50728  0.35
C  4.56072  -4.93933  -7.43762  -0.17
H  -6.64759  -0.27292  -4.46479  0.37
C  3.32689  8.35806  -1.96110  -0.29
C  1.97646  5.33094  4.90854  -0.98
H  5.21903  -4.67464  -0.69900  0.37
C  6.44768  2.03165  2.31139  -0.29
C  -9.51642  0.60636  -5.97460  -0.27
C  2.12886  9.81951  -0.49460  -0.40
C  3.26854  9.47530  -1.22678  -0.14
F  0.32220  -0.41281  0.55764  -0.37
C  6.15799  1.11644  3.33246  -0.36
H  -5.99107  -7.68531  1.90563  0.29
H  -0.50547  -3.10824  11.11702  0.36
C  -3.99735  -5.51815  2.14948  -1.05
H  7.67409  -5.52739  -8.50579  0.36
H  -8.10372  -0.91822  -6.32612  0.34
H  6.44813  -4.57084  -10.65927  0.32
H  -4.01853  -4.42867  2.12329  0.31
F  -1.40447  -0.02002  -0.94797  -0.36
H  -8.57812  -0.72112  3.78479  0.34
H  4.22751  8.19935  -2.53564  0.35
H  -4.37444  -8.07094  1.24332  0.33
Be  -3.18644  4.03094  -0.87326  0.80
C  -5.27855  -7.47747  1.10737  -1.00
C  0.20496  -3.38989  10.35389  -0.29
H  5.82226  2.04378  1.43099  0.41
C  4.61234  -4.49687  -9.70443  -0.07
H  0.11158  9.17308  -0.12583  0.37
C  5.94471  -4.82793  -9.73902  -0.29
N  -1.80615  3.74038  -6.49737  -0.50
O  -5.59390  -5.32991  0.20703  -0.51
H  8.76727  3.80296  4.07366  0.38
H  -8.40883  0.20497  6.17793  0.37
H  2.28278  5.51943  3.87959  0.32
C  -7.04701  1.67346  5.57463  -0.24
C  5.09599  -8.38458  0.12877  -0.14
H  1.67602  6.27534  5.36236  0.29
C  -1.95706  5.00653  -8.59419  -0.41
N  1.01037  7.81439  -1.34575  -0.53
H  3.10540  -5.82130  0.12382  0.40
F  0.47094  -1.04232  -1.57161  -0.33
H  -2.34142  5.74506  -6.62885  0.35
C  0.69109  4.44135  4.91503  0.74
C  -7.98045  0.14135  4.04038  -0.35
C  6.34899  -6.47446  -0.46394  -0.19
C  -8.38035  -0.07823  -5.70620  -0.32